C54H141N11O16 | ωB97M-V with the def2-TZVPD basis set

```
! wB97M-V def2-TZVPD RIJCOSX def2/J DEFGRID3
* xyz 0 1
C 10.27593 -21.32042 2.24881
H 11.09291 -25.34085 -5.56287
H -2.61759 -24.09153 -8.07693
H -2.07033 -21.59645 -0.97364
C 0.14795 -23.94934 -8.63498
C 11.66698 -23.24454 -7.54819
H 7.91842 -13.97666 8.36928
H 9.52968 -12.68985 -3.10287
N 7.77319 -13.64735 -2.44944
H 4.16859 -31.32045 -6.53901
H 13.12223 -23.92955 -6.33670
H -2.97293 -23.77332 -1.95814
H 4.32045 -14.48405 -7.88915
C -0.54446 -18.78147 8.14930
H 13.06687 -18.19151 -0.98179
C 3.82714 -13.92877 -7.09138
H 12.76267 -21.63624 -1.62028
H 0.21818 -17.31055 -8.32300
H 5.00747 -31.03506 -5.07722
H 11.05345 -13.29614 -1.55005
H 7.39990 -5.70299 -1.55065
C 9.72774 -14.75346 -3.56695
H 3.23476 -20.74357 -2.28148
O -1.75713 -19.14005 -3.09780
C 1.65124 -13.06555 -0.74362
N 13.30245 -21.46234 -0.78452
H 6.80449 -29.08734 1.43222
H 6.19521 -9.25912 0.48158
H 2.19167 -22.53247 -7.65798
O 4.79309 -13.19345 -6.39112
H 10.29957 -24.68256 -4.15054
H -2.85077 -25.56402 -8.85492
H 4.18285 -18.14515 5.09275
H 5.61244 -9.28409 -2.40047
H 14.00376 -28.19255 -10.26262
O 11.04912 -14.52339 -3.97785
H 13.43634 -19.81749 0.45329
C 5.19540 -29.20455 -2.36538
H 10.04333 -22.39915 -6.59859
H 2.41406 -16.93077 5.56209
H 8.06346 -12.20746 6.54246
O 1.49096 -18.14012 -9.47406
H 6.75574 -16.97587 9.47147
H 6.77167 -6.50774 -0.14887
O 6.01427 -19.15622 0.54215
C 10.53395 -24.48015 -5.19562
H 5.71792 -27.75621 -5.95662
C 1.20848 -17.02561 -8.67826
C 13.07462 -25.42773 -8.69694
H -1.60200 -18.54898 8.02418
H 2.86873 -23.56064 -8.94529
N 1.84865 -15.44891 -6.86106
H 6.67942 -27.68122 -2.46559
H 4.69267 -29.63261 -1.49814
H 4.03120 -17.99999 6.72667
O 0.24907 -17.98820 7.15251
H 7.38133 -12.83487 -1.99512
C 12.88569 -19.15491 -1.45838
H 6.92142 -17.92802 1.99664
H 7.81084 -15.67232 9.75680
H -3.25462 -20.05646 -4.24591
H 3.19427 -16.44974 -8.21029
H 6.92417 -12.13310 5.18808
H 6.15299 -28.99016 -4.79652
H 11.47923 -22.70641 -8.47731
H 2.13765 -17.55419 7.89917
H 12.94834 -22.12953 -0.11403
H 6.37766 -12.01363 -6.44773
H -0.93186 -25.32615 -7.36211
H 0.35858 -26.66153 -9.03461
H 3.62109 -15.44683 -5.60654
H -3.01373 -21.42457 -2.59230
C 7.29237 -14.49569 7.64350
C 11.07768 -13.96837 -5.25743
H -3.50650 -18.47351 -3.47737
O 1.32496 -24.38432 -7.88986
C 6.75115 -15.89885 9.63913
H 11.98341 -13.38670 -5.42894
H 2.40070 -14.19175 -5.42922
H 10.56283 -21.86116 3.15070
C -2.08299 -21.33594 -2.03198
H 3.42332 -27.72726 -4.72879
H -5.23566 -23.46561 -3.10418
H -0.69557 -26.15576 -10.32528
H 1.69715 -19.68416 4.44299
H 7.28026 -17.58076 0.29029
H 3.34557 -30.43518 -5.40214
C 6.50355 -17.88768 0.99073
H -0.53912 -19.83939 7.88687
H 14.80065 -24.12200 -8.44628
C 11.10258 -22.52052 -6.37197
C 6.22577 -8.88952 -1.59038
H 11.12844 -19.27701 0.43740
C -4.67468 -24.06930 -3.81759
H 10.87473 -14.71883 -6.02146
H 5.19004 -28.98933 0.73882
O 2.25039 -11.76402 -0.52642
H 2.41442 -13.84297 -0.70800
C 11.39281 -20.31839 0.25370
H -2.36380 -25.20120 -2.59785
H 4.90537 -8.23701 -0.33342
H -0.72651 -21.51896 -3.61394
H 9.63108 -24.40485 -5.80163
H 2.26923 -18.16208 3.69569
H -4.84229 -25.05493 -3.38337
H 3.26972 -23.89956 -7.30849
C -1.04472 -23.44750 -2.92297
C 5.44621 -9.18298 -0.30665
C 13.71710 -24.06061 -8.34508
H 4.67107 -26.94791 -3.96757
C 4.81544 -20.31453 -1.23978
H -0.29973 -17.97448 -10.54213
H -1.31788 -27.13447 -9.11817
O 11.50282 -21.03640 1.55277
H 12.60715 -27.98521 -9.20117
N 13.05706 -23.45595 -7.22639
H -0.17768 -23.05886 -8.09728
H 6.34858 -18.58051 -1.39600
H 5.95412 -14.35759 6.00554
C 2.28129 -16.66489 -7.65505
H 3.79856 -19.17503 -2.48126
O 6.34916 -7.55174 -1.98054
H 11.26124 -24.24335 -7.70901
H 10.08044 -14.38868 -0.74347
N 4.04504 -20.14998 -2.38736
H 0.59425 -18.37233 4.22802
O 4.83943 -29.40072 -6.31712
C -2.43914 -24.13996 -2.83492
H 8.17468 -13.23466 5.13721
H 5.82744 -29.95435 -2.84123
C 10.00259 -13.46281 -1.31338
C 2.29587 -17.99613 5.75991
N 3.66689 -18.45714 5.90303
H 4.80135 -18.21374 -0.73261
H 5.33879 -22.26818 -2.06521
H 9.10861 -14.89726 -4.45244
H 1.26266 -17.41162 -11.25482
H 2.39358 -17.43348 -6.89035
N 4.01517 -28.71752 -3.14872
C 7.19365 -6.69020 -1.13717
H 3.40549 -29.45607 -3.46955
H 0.89990 -16.18170 -9.29525
H 12.21185 -25.22653 -9.33197
C 0.76170 -18.18519 -10.67282
H 10.24130 -13.29604 -5.44859
H 5.50912 -27.31862 -1.27610
C -2.03293 -19.80531 -1.90048
C 6.07168 -28.15357 -1.69382
C -0.93898 -25.07687 -8.42320
C 13.27183 -27.47259 -9.89653
H 9.65662 -15.69680 -3.02553
C 2.92962 -14.80814 -6.15613
C 9.25211 -13.63722 -2.64078
H 1.85045 -19.22933 7.52924
H 8.08953 -7.26599 -0.90485
H -2.85620 -19.27161 -1.42561
H 7.52717 -13.50470 -3.41857
H 12.67212 -27.18775 -10.76101
C 7.47069 -12.80499 5.84988
C 1.63376 -18.59628 4.46754
C -2.79957 -19.08898 -4.03374
C 2.45053 -23.55339 -7.93873
H 7.17761 -9.41771 -1.64623
C -0.64349 -26.28752 -9.24453
H 5.65173 -17.21398 0.89781
H 0.91759 -19.07026 -11.28961
H -0.68318 -23.65429 -3.93026
H 6.17747 -15.47544 10.46358
H 13.63051 -23.40874 -9.21438
C 5.31137 -28.55308 -5.33387
H 0.45245 -23.69411 -9.64998
H 9.79230 -22.05727 1.60753
O 11.10568 -23.20029 -5.08136
H -2.41616 -18.62930 -4.94467
N 4.60482 -10.39735 -0.33613
O 6.43653 -15.41336 8.34262
H 11.45248 -21.51287 -6.14768
H 3.95047 -10.54478 -1.09124
H 9.63611 -12.60155 -0.75479
O 13.92692 -26.30268 -9.39685
H 5.00130 -11.64942 -7.67776
H 4.17018 -20.56613 -0.39809
C 4.40377 -27.94860 -4.30708
H 10.76545 -20.68745 -0.55767
H 6.02270 -12.27051 8.07315
H 1.04888 -15.64682 -6.27686
H 5.99193 -13.09368 -7.89260
C 3.82885 -10.54647 0.86020
H 12.69042 -26.04403 -7.88412
H 13.73448 -19.47000 -2.06533
H 0.78335 -13.38180 -0.16496
H 12.05069 -19.17279 -2.15877
H 8.03581 -15.09324 7.11592
H 9.73355 -20.41751 2.52930
H 4.40364 -10.69287 1.77468
H 5.28160 -13.59657 8.13978
H -0.37056 -23.85452 -2.16936
N -1.08583 -22.01627 -2.81165
H 6.26212 -27.53894 0.90781
H 3.47302 -12.72359 0.81110
C 5.80357 -21.41965 -1.56314
H -1.19454 -19.68003 -1.21527
H -0.22784 -18.76118 9.19210
C 5.51747 -19.02703 -0.85013
H 6.53978 -21.14941 -2.32014
H 3.19017 -9.67252 0.98824
C 1.69294 -18.21707 7.15692
C 12.78783 -20.20285 -0.33350
C 6.20521 -28.59965 0.66338
H 1.25084 -13.14001 -1.75468
N -2.30126 -24.71818 -8.80310
H -5.25678 -23.98754 -4.73551
N 5.57202 -12.92192 7.44652
H 3.15771 -13.21932 -7.57785
O -3.25768 -23.69764 -3.97519
C 4.35524 -30.54269 -5.79851
C 5.63366 -12.37056 -7.15989
C 2.91588 -11.79339 0.69966
O 6.75402 -28.82563 -0.61667
C 6.49624 -13.65697 6.64063
H 2.23133 -11.89978 1.54119
H 6.50456 -21.62310 -0.75362
*
```

Values from the calculation:
**Structure (SMILES)**: COC[C@H](C)N.COC[C@H](C)N.COC[C@H](C)N.COC[C@H](C)N.COC[C@H](C)N.COC[C@H](C)N.COCCNCCOC.COCCNCCOC.COCCNCCOC.COCCNCCOC.COCCNCCOC
**ΔE to the lowest compared entry with this formula, charge and spin**: 818.9 kJ/mol
**HOMO level**: -8.31 eV
**Orbital gap**: 8.5 eV
**Max |F|**: 3.25 eV Å⁻¹
**LUMO**: 0.149 eV

Mulliken population analysis, charges in e, atoms 1 to 4: -0.674 0.209 0.274 0.222